Record 1
{"formula": "C20H30CaO16", "method": "ωB97M-V with the def2-TZVPD basis set", "symbols": ["Ca", "C", "C", "O", "O", "H", "H", "H", "C", "C", "O", "O", "H", "H", "H", "C", "C", "C", "O", "C", "O", "O", "H", "H", "H", "H", "H", "H", "C", "C", "C", "O", "C", "O", "O", "H", "H", "H", "H", "H", "H", "C", "C", "C", "O", "C", "O", "O", "H", "H", "H", "H", "H", "H", "C", "C", "C", "O", "C", "O", "O", "H", "H", "H", "H", "H", "H"], "xyz": [[1.3646, 0.3176, 0.6758], [3.0985, -1.4031, 4.2648], [2.5822, -0.8532, 2.9399], [2.4484, 0.3899, 2.8069], [2.2742, -1.6048, 1.9830], [3.2877, -0.5878, 4.9581], [4.0497, -1.9060, 4.0864], [2.3532, -2.0941, 4.6556], [0.8740, 3.0896, -2.4743], [0.9680, 2.2303, -1.2141], [1.9986, 2.2882, -0.4804], [0.0062, 1.4864, -0.9079], [1.9061, 3.1030, -2.8399], [0.5961, 4.1250, -2.3086], [0.2445, 2.5164, -3.1505], [-1.2192, -2.3717, -4.2354], [-1.3313, -3.1312, -2.9237], [-0.2049, -4.1297, -2.6892], [0.8020, -3.2928, -2.0907], [0.1726, -2.2471, -1.5190], [0.7261, -1.4934, -0.7987], [-1.1252, -2.2026, -1.8581], [-1.1689, -2.9316, -5.1663], [-0.2690, -1.8172, -4.2581], [-1.9382, -1.5523, -4.1998], [-2.3454, -3.5239, -2.8667], [0.1607, -4.5892, -3.6045], [-0.4351, -4.9399, -1.9971], [-5.0469, -1.5881, 2.5673], [-3.9192, -1.9922, 1.6340], [-3.9561, -1.2095, 0.3013], [-2.6713, -0.5693, 0.2566], [-1.9455, -0.9038, 1.3124], [-0.8123, -0.5728, 1.4426], [-2.6645, -1.5964, 2.2168], [-4.8984, -0.6011, 3.0031], [-5.1421, -2.3255, 3.3638], [-6.0011, -1.5297, 2.0398], [-3.9196, -3.0569, 1.4105], [-4.6145, -0.3412, 0.3437], [-4.1401, -1.8341, -0.5677], [-2.3767, 4.6116, 5.3095], [-1.8958, 3.3767, 4.5881], [-2.8204, 3.0290, 3.4290], [-1.9012, 2.4412, 2.4841], [-0.6413, 2.8785, 2.7936], [0.3171, 2.4654, 2.2283], [-0.6605, 3.6193, 3.9240], [-3.2391, 4.4412, 5.9645], [-2.8125, 5.3817, 4.6607], [-1.6861, 5.2023, 5.9130], [-1.7975, 2.4995, 5.2296], [-3.3054, 3.8774, 2.9513], [-3.5212, 2.2539, 3.7340], [3.6653, 0.3938, -5.0739], [4.2064, -0.5290, -3.9764], [5.4994, -0.0694, -3.3185], [5.2183, 0.0950, -1.9286], [3.9002, -0.2438, -1.7484], [3.4024, -0.3411, -0.6808], [3.2661, -0.3953, -2.8976], [4.2129, 0.3043, -6.0179], [3.5673, 1.4346, -4.7901], [2.7185, -0.0633, -5.3771], [4.3090, -1.5771, -4.2551], [5.8764, 0.8772, -3.7238], [6.3536, -0.7183, -3.5328]], "max_force_ha_per_bohr": 0.0385, "total_energy_ha": -2661.7901, "orbital_gap_ev": 7.93, "e_above_lowest_ev": 0.000, "multiplicity": 1}

Record 2
{"formula": "C26H41N7O2", "method": "ωB97M-V with the def2-TZVPD basis set", "symbols": ["N", "C", "C", "O", "C", "C", "N", "C", "C", "O", "H", "H", "H", "H", "H", "H", "C", "C", "C", "C", "N", "H", "H", "H", "H", "H", "H", "H", "C", "C", "C", "C", "N", "H", "H", "H", "H", "H", "H", "H", "C", "C", "C", "C", "N", "H", "H", "H", "H", "H", "H", "H", "C", "C", "C", "C", "N", "H", "H", "H", "H", "H", "H", "H", "C", "C", "C", "C", "N", "H", "H", "H", "H", "H", "H", "H"], "xyz": [[0.8859, -4.3166, 0.2688], [0.3468, -3.6004, -0.6822], [-0.0015, -2.5131, -1.8985], [-0.2434, -3.1760, -3.2071], [-1.2422, -1.4761, -1.4711], [-0.7588, 0.0988, -1.7523], [-0.2454, 1.1791, -2.3045], [-2.6270, -1.8482, -2.2726], [-3.9827, -1.2728, -1.5063], [-4.9886, -0.8905, -2.3407], [0.9296, -1.7902, -2.0857], [-0.7474, -4.0345, -3.0957], [-1.3784, -1.5383, -0.2874], [-2.7223, -3.0265, -2.2462], [-2.6165, -1.5037, -3.3932], [-4.0937, -1.2101, -0.3228], [1.0383, 4.4024, -3.2671], [0.8047, 4.0088, -4.7223], [1.9854, 4.3585, -5.6301], [2.2247, 5.8594, -5.6060], [2.4230, 7.1045, -5.5861], [1.1607, 5.4843, -3.1557], [0.1822, 4.1079, -2.6517], [1.9321, 3.9107, -2.8662], [-0.1028, 4.5078, -5.0833], [0.6210, 2.9299, -4.7735], [1.7749, 4.0445, -6.6579], [2.8929, 3.8434, -5.2968], [5.5444, 7.4322, -4.9531], [6.3213, 8.6143, -4.3819], [7.5750, 8.1878, -3.6158], [7.1844, 7.3017, -2.4442], [6.8603, 6.5668, -1.4722], [5.1734, 6.7724, -4.1625], [4.6742, 7.7856, -5.5154], [6.1714, 6.8410, -5.6303], [5.6593, 9.1881, -3.7220], [6.6121, 9.2786, -5.2031], [8.1031, 9.0701, -3.2389], [8.2583, 7.6377, -4.2718], [-1.7132, -4.4606, 5.0014], [-0.3502, -3.8549, 4.6817], [-0.4325, -2.3782, 4.2905], [-1.2929, -2.2234, 3.0471], [-2.0067, -2.0951, 2.0155], [-2.3777, -4.4423, 4.1317], [-1.6026, -5.5071, 5.3029], [-2.2010, -3.9193, 5.8200], [0.1116, -4.4297, 3.8697], [0.2988, -3.9575, 5.5584], [0.5698, -1.9876, 4.0849], [-0.8663, -1.7879, 5.1049], [-2.9253, -8.9164, 3.6460], [-2.9223, -9.8404, 4.8597], [-3.0842, -9.0871, 6.1813], [-1.9332, -8.1107, 6.3603], [-0.9782, -7.3008, 6.5088], [-2.0844, -8.2161, 3.6691], [-2.8361, -9.4998, 2.7241], [-3.8549, -8.3380, 3.5954], [-1.9854, -10.4107, 4.8689], [-3.7387, -10.5639, 4.7575], [-3.0898, -9.7935, 7.0182], [-4.0305, -8.5355, 6.1965], [-1.8469, 3.8201, 0.9839], [-2.8195, 2.6489, 1.0802], [-2.6706, 1.8573, 2.3808], [-1.2671, 1.2813, 2.4736], [-0.1027, 0.8033, 2.5505], [-0.8059, 3.4819, 0.9833], [-2.0088, 4.3729, 0.0531], [-1.9840, 4.5139, 1.8212], [-2.6621, 1.9857, 0.2209], [-3.8439, 3.0309, 1.0087], [-3.3977, 1.0387, 2.4076], [-2.8536, 2.5023, 3.2470]], "max_force_ha_per_bohr": 0.2422, "total_energy_ha": -1548.6581, "orbital_gap_ev": 10.15, "smiles": "N#C[C@@H](O)[C@@H](C#N)CC=O.CCCC#N.CCCC#N.CCCC#N.CCCC#N.CCCC#N", "multiplicity": 1}

Record 3
{"formula": "C2H10O2S2", "method": "ωB97M-V with the def2-TZVPD basis set", "symbols": ["C", "S", "S", "C", "H", "H", "H", "H", "H", "H", "H", "H", "O", "H", "H", "O"], "xyz": [[-0.4981, 1.6466, 0.0424], [-0.6409, 0.2184, -1.0641], [0.9843, -0.9714, -0.6680], [2.2862, -0.0605, -1.5357], [-0.5622, 2.5367, -0.5766], [0.4391, 1.7215, 0.5970], [-1.3045, 1.6021, 0.7725], [2.1043, 1.0063, -1.6094], [2.4063, -0.4463, -2.5515], [3.2609, -0.2381, -1.0761], [2.5140, -0.8369, 1.6881], [3.2730, -0.4192, 2.8357], [2.8209, -1.2254, 2.5212], [-5.1316, -0.9591, 0.0092], [-6.3928, -1.9100, 0.1024], [-5.5589, -1.6645, 0.5129]], "max_force_ha_per_bohr": 0.0297, "total_energy_ha": -1029.0326, "orbital_gap_ev": 9.46, "e_above_lowest_ev": 0.716, "smiles": "CSSC.O.O", "multiplicity": 1}

Record 4
{"formula": "C8H10O2", "method": "ωB97M-V with the def2-TZVPD basis set", "symbols": ["C", "C", "C", "C", "C", "C", "C", "C", "H", "H", "H", "H", "H", "H", "H", "H", "H", "H", "O", "O"], "xyz": [[-0.7513, -1.7545, -0.2021], [-1.2657, -1.3296, -1.4550], [-0.4689, -0.8085, -2.4729], [0.9330, -0.7765, -2.2458], [1.4012, -1.1770, -0.9482], [0.5845, -1.6845, 0.0781], [0.0684, 1.3025, 1.7783], [-0.1141, 2.6820, 2.3033], [-1.5014, -2.0935, 0.5715], [-2.2983, -1.5771, -1.6547], [-0.8195, -0.4109, -3.4314], [1.5563, -0.1448, -2.8966], [2.4499, -1.1547, -0.7360], [0.9325, -1.8790, 1.0639], [-0.3747, 0.1664, 0.1613], [0.0576, 2.6487, 3.3795], [0.6012, 3.3652, 1.7356], [-1.1856, 3.0713, 2.0196], [0.5772, 0.4241, 2.4491], [-0.3823, 1.1304, 0.5024]], "max_force_ha_per_bohr": 0.0519, "total_energy_ha": -461.3092, "orbital_gap_ev": 10.52, "e_above_lowest_ev": 0.800, "smiles": "c1ccccc1.CC(=O)O", "multiplicity": 1}

Record 5
{"formula": "C5H16O2", "method": "ωB97M-V with the def2-TZVPD basis set", "symbols": ["C", "C", "C", "C", "C", "H", "H", "H", "H", "H", "H", "H", "H", "H", "H", "H", "H", "H", "H", "O", "H", "H", "O"], "xyz": [[1.1753, 0.1853, 0.0452], [1.1163, -0.9429, 1.1105], [0.3443, -2.2446, 0.7568], [-0.0477, -2.4115, -0.7465], [0.4993, 1.4361, 0.6625], [2.2045, 0.4647, -0.1581], [0.6147, -0.0353, -0.8603], [0.7048, -0.5253, 2.0308], [2.1551, -1.1898, 1.3285], [-0.6202, -2.0981, 1.2504], [0.8735, -3.1392, 1.0736], [-0.2059, -3.4741, -0.9061], [-0.9380, -1.8347, -0.9759], [0.7717, -2.0933, -1.3753], [-0.5601, 1.2349, 0.8355], [1.0532, 1.7146, 1.5486], [0.5074, 2.2978, -0.0180], [1.0571, 2.0131, -2.3633], [-0.4534, 1.6466, -2.4195], [0.2315, 2.1780, -2.8353], [-2.7458, 0.7386, 2.1012], [-3.3179, 1.9357, 1.2682], [-2.7313, 1.1720, 1.2439]], "max_force_ha_per_bohr": 0.0355, "total_energy_ha": -350.5498, "orbital_gap_ev": 11.49, "e_above_lowest_ev": 0.885, "smiles": "CCCCC.O.O", "multiplicity": 1}